[1]
Formula: C28H57IO15S7
Source: OMol25
Level of theory: wB97M-V/def2-TZVPD

XYZ file:
```
108
Properties=species:S:1:pos:R:3:forces:R:3
C -9.0034 -0.7789 0.4817 0.058 -0.081 0.055
O -8.8894 -1.2493 -0.8720 -0.105 0.075 0.037
S -7.6947 -0.5952 -1.7527 0.013 -0.088 -0.049
O -7.2699 -1.6523 -2.6331 -0.022 0.074 0.055
O -8.6141 0.3254 -2.7388 0.114 0.023 -0.060
C -8.9746 1.6535 -2.3498 -0.056 -0.046 0.095
C -7.8059 2.6247 -2.1789 0.169 -0.095 -0.187
C -6.5915 2.3191 -3.0640 -0.103 0.042 -0.027
I -7.2031 2.8271 -0.1176 -0.023 0.165 0.095
H -8.0644 -0.9209 1.0196 -0.037 0.018 0.005
H -9.7812 -1.3875 0.9360 0.045 0.012 -0.003
H -9.2901 0.2711 0.5299 0.000 0.008 -0.046
H -9.5893 2.0018 -3.1821 0.050 -0.021 -0.010
H -9.6092 1.6323 -1.4615 0.004 0.008 -0.020
H -8.1894 3.6200 -2.3924 -0.032 -0.039 0.023
H -6.8703 1.6807 -3.9051 -0.079 0.087 0.011
H -5.7991 1.8145 -2.5163 -0.044 -0.055 -0.041
H -6.1678 3.2435 -3.4576 0.031 -0.015 0.076
C -2.1271 3.3133 -5.3498 -0.010 0.003 0.008
C -1.9769 4.7246 -4.7645 -0.010 -0.008 0.012
C -2.4679 4.6700 -3.3142 0.017 0.049 -0.048
S -2.1662 2.9833 -2.7555 0.059 0.055 -0.007
O -3.4322 2.3525 -2.4756 -0.028 0.002 0.036
O -1.1307 2.9735 -1.7529 -0.050 -0.002 0.067
C -1.5370 2.3650 -4.3124 0.021 -0.008 -0.045
H -1.6160 3.2158 -6.3063 -0.006 0.007 -0.003
H -3.1822 3.0793 -5.5078 0.002 -0.005 0.002
H -0.9265 5.0199 -4.7872 0.004 -0.015 0.008
H -2.5391 5.4614 -5.3361 0.012 0.005 -0.005
H -1.9342 5.3420 -2.6459 -0.010 -0.010 0.007
H -3.5409 4.8354 -3.2301 -0.005 -0.033 0.001
H -1.8461 1.3269 -4.4102 -0.008 0.001 0.027
H -0.4497 2.4334 -4.2681 -0.002 0.004 0.007
C 3.3693 2.6479 1.2383 0.006 0.000 -0.016
C 2.1289 1.9222 0.7023 0.038 0.059 0.003
C 1.6888 2.6447 -0.5734 -0.004 -0.079 0.076
S 3.1799 3.3595 -1.2742 -0.006 -0.009 -0.024
O 3.0739 4.7996 -1.2452 -0.004 0.028 0.012
O 3.5218 2.7055 -2.5147 0.008 -0.005 -0.026
C 4.2880 2.8376 0.0354 0.015 -0.040 0.047
H 3.8565 2.0767 2.0283 -0.011 0.003 0.012
H 3.0938 3.6209 1.6512 0.004 0.001 -0.004
H 2.3831 0.8884 0.4702 -0.028 0.009 -0.036
H 1.3240 1.8937 1.4343 0.007 -0.039 0.001
H 1.2487 1.9885 -1.3185 -0.020 0.028 0.006
H 1.0064 3.4683 -0.3763 0.036 0.020 -0.022
H 5.0508 3.6034 0.1554 -0.006 0.015 -0.030
H 4.7414 1.8981 -0.2845 -0.003 -0.007 -0.004
C 4.7052 -2.6063 1.9108 -0.036 -0.037 0.034
C 3.7093 -3.7656 2.0546 0.092 0.113 -0.059
C 2.4484 -3.2014 2.7161 0.049 -0.101 -0.006
S 2.3754 -1.4658 2.2422 -0.011 0.010 -0.005
O 2.5165 -0.6406 3.4198 -0.013 0.005 0.021
O 1.2584 -1.2381 1.3561 -0.026 -0.032 0.007
C 3.9155 -1.4404 1.3345 0.037 0.022 -0.048
H 5.5442 -2.8526 1.2654 0.021 -0.051 0.062
H 5.1089 -2.3380 2.8899 0.005 0.031 -0.011
H 3.4535 -4.1618 1.0705 0.003 -0.005 0.003
H 4.1234 -4.5867 2.6346 -0.030 -0.009 0.005
H 1.5344 -3.6780 2.3711 -0.008 0.015 0.011
H 2.5066 -3.2279 3.8039 0.006 0.066 0.001
H 4.3797 -0.4661 1.4707 -0.019 0.006 0.004
H 3.6799 -1.5927 0.2814 0.002 0.005 0.000
C -0.3984 -6.9547 4.3631 0.007 -0.004 -0.003
C 0.1111 -8.3934 4.5227 0.012 0.007 -0.013
C 1.4060 -8.5116 3.7135 0.006 -0.064 0.042
S 2.1335 -6.8624 3.6898 -0.166 -0.061 0.119
O 2.1262 -6.3768 2.3320 -0.018 -0.010 -0.068
O 3.3534 -6.8331 4.4543 0.052 0.039 -0.034
C 0.8108 -6.0575 4.5964 -0.046 -0.005 0.012
H -1.1982 -6.7280 5.0663 -0.005 -0.006 -0.006
H -0.7856 -6.7993 3.3540 0.006 0.001 0.000
H 0.3148 -8.5924 5.5765 0.006 0.011 0.000
H -0.6236 -9.1231 4.1861 -0.002 -0.001 0.011
H 2.1355 -9.1888 4.1509 0.014 0.003 -0.027
H 1.2250 -8.7806 2.6746 0.005 0.032 -0.009
H 0.7022 -5.0441 4.2178 0.036 -0.003 -0.007
H 1.1089 -6.0373 5.6446 0.006 0.000 -0.003
C 9.5918 -1.8679 -2.3083 -0.009 -0.010 0.008
C 8.5090 -2.5936 -3.1192 -0.008 -0.006 0.016
C 7.3932 -2.9839 -2.1442 0.009 0.006 -0.089
S 7.4380 -1.7560 -0.8270 0.025 0.024 -0.048
O 7.8065 -2.4103 0.4045 0.009 -0.021 0.019
O 6.2538 -0.9340 -0.8673 -0.031 0.014 0.052
C 8.8548 -0.8516 -1.4433 0.031 0.017 -0.048
H 10.3217 -1.3807 -2.9529 0.001 -0.008 -0.003
H 10.1258 -2.5768 -1.6723 -0.002 0.004 0.004
H 8.1134 -1.9217 -3.8829 -0.001 0.010 0.011
H 8.9045 -3.4722 -3.6264 -0.001 0.007 -0.010
H 6.3994 -2.9618 -2.5844 -0.008 -0.012 0.023
H 7.5711 -3.9481 -1.6717 0.010 0.017 0.030
H 9.4171 -0.4860 -0.5874 -0.027 -0.002 0.018
H 8.4717 -0.0168 -2.0301 -0.004 0.000 0.003
C -2.7924 4.8361 1.0413 -0.009 -0.038 0.075
C -3.2066 3.3654 1.1775 0.003 -0.020 0.038
C -3.9842 3.2358 2.4924 0.014 -0.028 -0.064
S -4.7562 4.8408 2.7756 0.054 -0.067 -0.109
O -4.2023 5.4291 3.9688 0.007 0.005 0.035
O -6.1864 4.7404 2.6235 -0.087 -0.035 0.039
C -4.0436 5.6507 1.3448 0.023 0.039 -0.059
H -2.4081 5.0496 0.0472 0.052 0.007 -0.069
H -2.0081 5.0793 1.7623 -0.006 0.004 -0.013
H -3.8436 3.0859 0.3354 0.003 -0.002 0.015
H -2.3437 2.7012 1.1683 -0.011 0.000 -0.035
H -4.7756 2.4900 2.4611 0.003 0.000 0.015
H -3.3341 3.0509 3.3458 -0.002 0.034 0.007
H -3.8630 6.6916 1.6042 -0.024 -0.007 0.021
H -4.7800 5.5793 0.5431 0.001 -0.011 0.013
```
Positions in Å, forces in eV/Å.

Computed properties:
Calculated total energy: -144617.725 eV



[2]
Formula: C28H58Br4ClFN5OS2
Source: OMol25
Level of theory: wB97M-V/def2-TZVPD

XYZ file:
```
100
Properties=species:S:1:pos:R:3:forces:R:3
C -3.8490 -1.4710 -4.6991 0.450 -0.011 0.006
C -3.9545 -2.1696 -3.3482 0.279 -0.144 -0.269
O -4.9716 -1.5484 -2.5877 -0.145 0.224 0.015
C -5.1747 -2.1158 -1.3137 0.075 -0.147 -0.100
C -4.1442 -1.6401 -0.2993 0.416 -0.240 0.122
C -4.6109 -1.8271 1.1469 0.015 0.052 -0.060
C -3.4985 -1.7367 2.2226 -0.197 -0.119 0.101
C -2.3365 -0.8904 1.7358 -0.369 0.314 0.199
N -1.2719 -0.6746 2.7673 1.031 -0.305 -1.239
C -0.6929 -1.8763 3.4073 -0.141 0.008 0.705
C 0.2983 -2.6706 2.5641 0.163 -0.108 0.378
C 1.0853 -3.6220 3.4691 0.087 0.214 0.014
Cl -0.5689 -3.6031 1.3057 0.061 0.025 -0.228
C -0.4294 0.3260 2.4339 -0.638 0.075 0.445
N 0.3920 0.8757 3.3279 -0.151 -0.263 -0.520
F 0.3376 0.5391 4.6334 -0.136 0.079 0.247
N -0.4562 0.8666 1.1735 0.917 0.472 0.849
C -0.5624 2.3354 1.0006 -0.350 0.026 -0.249
C -1.7595 2.6130 0.0769 0.028 -0.179 -0.199
C -1.5555 3.7657 -0.9260 -0.293 -0.316 -0.050
C -1.6845 3.2907 -2.3784 0.109 0.428 0.002
C -3.0962 2.8058 -2.7514 0.185 -0.325 -0.216
N -3.0932 1.3846 -3.1460 0.148 0.156 0.265
C 0.4994 0.2136 0.2393 -0.515 -0.135 -0.553
C 1.9641 0.4107 0.6174 0.006 -0.014 -0.203
C 2.9629 0.1192 -0.5245 -0.060 0.299 0.007
S 2.3698 -1.1293 -1.7198 -0.063 -0.166 0.381
C 3.7811 -2.0499 -2.4029 0.641 -0.093 -0.306
S 3.9530 -1.9151 -4.0061 -0.182 -0.170 -0.039
N 4.5549 -2.9733 -1.6817 -0.991 0.555 0.726
C 5.0365 -2.5933 -0.3526 0.203 -0.247 -0.100
C 4.1748 -2.9471 0.8534 0.004 0.082 0.262
C 4.0936 -4.3678 -1.7954 0.410 -0.433 -0.727
C 2.6007 -4.6237 -1.6526 -0.193 -0.008 0.259
H -3.0602 -0.7120 -4.6966 -0.278 -0.015 0.045
H -3.5860 -2.1902 -5.4786 -0.167 0.051 0.036
H -4.7920 -0.9833 -4.9458 -0.001 -0.140 -0.052
H -2.9861 -2.1196 -2.8289 -0.074 0.018 0.053
H -4.1797 -3.2381 -3.4773 -0.149 0.092 0.061
H -5.1157 -3.2116 -1.3917 -0.165 0.048 0.079
H -6.1903 -1.8529 -1.0073 0.070 0.080 0.003
H -3.8940 -0.5937 -0.5084 -0.125 -0.022 0.013
H -3.2208 -2.2160 -0.4527 -0.120 0.067 -0.050
H -5.0863 -2.8105 1.2242 -0.036 0.146 0.095
H -5.3781 -1.0784 1.3677 -0.001 -0.108 -0.058
H -3.9277 -1.2845 3.1232 0.133 -0.038 -0.022
H -3.1909 -2.7463 2.5065 0.132 0.085 -0.193
H -2.7127 0.1082 1.5016 -0.004 -0.160 0.011
H -1.9045 -1.2842 0.8193 0.028 -0.101 0.148
H -1.5080 -2.5367 3.7032 0.002 0.139 -0.057
H -0.1906 -1.5957 4.3346 -0.026 0.126 -0.127
H 1.0063 -2.0068 2.0640 -0.171 -0.030 -0.218
H 1.9862 -3.1126 3.8251 -0.084 -0.060 0.006
H 1.3855 -4.5154 2.9238 -0.008 0.059 0.085
H 0.4989 -3.9027 4.3466 -0.019 -0.171 -0.134
H 1.0506 1.6161 3.1376 0.086 -0.007 -0.004
H -0.7041 2.8159 1.9726 0.136 -0.003 -0.093
H 0.3459 2.7220 0.5287 0.031 -0.011 0.206
H -1.9108 1.6882 -0.4936 -0.079 0.080 0.046
H -2.6686 2.7466 0.6716 0.121 -0.001 -0.002
H -2.3128 4.5318 -0.7468 0.191 0.070 -0.031
H -0.5802 4.2357 -0.7737 -0.083 0.036 -0.024
H -0.9531 2.5006 -2.5915 -0.059 0.016 0.026
H -1.4079 4.1360 -3.0157 0.001 -0.131 -0.018
H -3.4373 3.3718 -3.6216 -0.157 0.041 0.189
H -3.7854 2.9998 -1.9199 0.002 0.078 -0.031
H -2.4250 0.8661 -2.5885 0.028 -0.030 0.035
H -3.9905 0.9453 -2.9830 -0.133 -0.012 -0.126
H 0.3012 0.6737 -0.7351 -0.024 -0.066 0.068
H 0.2306 -0.8421 0.1284 0.098 0.054 0.096
H 2.2311 -0.1725 1.5043 -0.107 -0.046 -0.124
H 2.1003 1.4704 0.8687 0.090 -0.126 0.131
H 3.9194 -0.1570 -0.0967 0.007 -0.035 0.028
H 3.1172 1.0414 -1.0875 0.048 -0.081 -0.029
H 5.2766 -1.5306 -0.3875 0.000 0.002 0.039
H 5.9974 -3.1083 -0.2293 -0.052 0.075 -0.034
H 3.2076 -2.4442 0.8468 -0.076 -0.008 -0.092
H 4.6986 -2.6545 1.7703 -0.033 0.008 -0.082
H 4.0109 -4.0256 0.9156 -0.048 0.101 -0.034
H 4.4134 -4.7356 -2.7764 -0.026 0.038 0.086
H 4.6477 -4.9586 -1.0613 0.023 0.163 -0.011
H 2.0229 -4.1399 -2.4434 0.080 -0.027 0.007
H 2.4150 -5.7001 -1.7140 0.047 0.102 -0.063
H 2.2029 -4.2791 -0.6949 0.043 0.033 -0.037
Br -1.6421 7.6756 -2.5587 -0.018 -0.056 0.034
C -2.6073 8.1829 -0.9510 0.042 0.027 -0.100
C -1.6837 8.3928 0.2194 -0.029 -0.055 0.020
Br -1.0179 6.6949 0.8997 0.078 0.124 0.152
H -3.3286 7.3941 -0.7638 -0.045 0.029 0.037
H -3.1298 9.1062 -1.1889 0.023 0.021 -0.006
H -2.2123 8.8642 1.0439 -0.017 -0.036 0.017
H -0.8095 8.9803 -0.0399 -0.007 0.026 -0.023
Br 4.6324 0.7590 2.7174 0.075 -0.060 0.069
C 6.4731 0.2974 2.2598 0.004 -0.033 0.072
C 7.3075 1.5289 2.0373 -0.009 0.043 -0.146
Br 6.8781 2.3649 0.3381 -0.024 0.014 0.034
H 6.4194 -0.3209 1.3692 0.009 -0.026 0.007
H 6.8465 -0.2908 3.0943 -0.005 0.049 0.041
H 8.3605 1.2623 1.9898 0.003 -0.023 -0.011
H 7.1534 2.2775 2.8072 0.025 -0.011 0.035
```
Positions in Å, forces in eV/Å.

Computed properties:
Total charge: +1
Calculated total energy: -356545.846 eV